Below is one molecule with the formula C23H23FN4O2 in a non-equilibrium geometry, with properties calculated with ωB97M-V with the def2-TZVPD basis set.

Properties
F_max (eV Å⁻¹): 1.1
HOMO (eV): -7.5

XYZ file:
```
53
Properties=species:S:1:pos:R:3:lowdin_charge:R:1
H -7.05632 3.60025 2.90191 0.118
H 5.82205 -2.19868 2.77405 0.116
C 4.21774 1.25001 -2.57372 -0.032
C -6.38700 2.17239 0.02972 -0.018
H -3.19218 0.84064 1.53024 0.145
N 1.64897 -1.55809 0.63458 0.173
C -0.43485 -1.69061 -0.54986 -0.109
C -5.18939 2.51461 0.58511 -0.266
C 0.07526 -0.93118 -1.58130 -0.142
C 4.63336 -1.28300 1.23548 -0.019
C -7.38252 2.59103 0.94607 -0.062
N 1.34868 -0.48833 -1.45471 -0.014
C 3.21931 0.46859 -1.79711 -0.268
F 7.70504 -0.42572 2.93604 0.045
O -5.38891 3.10644 1.78539 0.044
C -3.16908 -0.03712 -0.32343 -0.483
C -1.85391 -2.19088 -0.57443 -0.127
C 3.35594 -0.15679 -0.54066 -0.070
H -2.24907 -2.15166 -1.58876 0.113
H -2.30893 -1.16458 1.29303 0.102
H 3.92022 1.25982 -3.61918 0.077
C -6.71600 3.15076 1.99036 -0.124
C -2.77553 -1.35406 0.32649 -0.083
H 5.20744 0.80896 -2.47723 0.082
C 5.70573 -1.36404 2.10042 -0.005
H -0.03138 0.15783 -3.38105 0.072
N -3.28655 0.99627 0.53912 0.080
H -6.53459 1.68815 -0.91336 0.113
H 7.27394 1.52317 1.28636 0.116
O -3.36754 0.08371 -1.51482 0.047
H -3.74849 2.30443 -0.96833 0.130
H 3.88414 -2.05800 1.22894 0.099
C -0.62519 -0.57957 -2.84804 0.006
N 2.01867 0.25333 -2.32810 0.122
C 2.12247 -0.79029 -0.34018 -0.187
H -0.87948 -2.54437 2.17606 0.071
C 6.53023 0.74206 1.25626 -0.009
C 4.49297 -0.20060 0.36332 -0.168
H 4.25716 2.28113 -2.22276 0.080
H -8.44246 2.48876 0.83754 0.100
H 0.81710 -3.01319 2.35626 0.082
H -0.24415 -3.90479 1.25454 0.086
H -3.13753 3.07642 0.52910 0.133
C 5.45077 0.81311 0.39571 -0.026
H -0.72610 -1.46568 -3.47442 0.101
H -1.61977 -0.18549 -2.65497 0.062
C -3.78667 2.29572 0.12314 -0.087
H 5.34434 1.67815 -0.23763 0.101
H -1.87745 -3.22838 -0.23709 0.113
H -3.70391 -1.90711 0.49493 0.131
C 0.42069 -2.00380 0.54548 -0.261
C -0.00416 -2.91928 1.65160 -0.019
C 6.64691 -0.35048 2.09388 -0.281
```